Formula: C19H16BrCsN4O2
Source: the OMol25 dataset
Level of theory: the ωB97M-V functional and the def2-TZVPD basis

Positions of all 43 atoms, in Å:
1 Cs 0.51 -9.14 -18.26
2 O 4.53 -4.03 -16.29
3 C 3.82 -4.41 -15.21
4 C 4.11 -3.72 -14.01
5 C 3.47 -3.95 -12.79
6 C 2.49 -4.92 -12.77
7 C 2.12 -5.62 -13.93
8 C 2.74 -5.37 -15.17
9 C 2.33 -6.29 -16.29
10 O 1.47 -7.19 -16.18
11 N 3.02 -6.02 -17.42
12 N 2.71 -6.75 -18.45
13 C 3.20 -6.53 -19.67
14 C 2.78 -7.39 -20.75
15 C 3.50 -7.08 -21.96
16 C 3.24 -7.96 -23.05
17 C 2.19 -8.87 -22.93
18 C 1.57 -9.07 -21.71
19 N 1.84 -8.31 -20.65
20 H 5.07 -3.25 -16.10
21 H 4.87 -2.88 -14.05
22 H 3.81 -3.48 -11.91
23 H 1.85 -5.12 -11.90
24 H 1.31 -6.32 -13.87
25 H 3.93 -5.74 -19.80
26 H 4.29 -6.33 -21.98
27 H 3.68 -7.86 -24.03
28 H 1.86 -9.53 -23.73
29 H 0.82 -9.85 -21.55
30 C -3.55 -11.80 -14.55
31 C -3.23 -11.70 -15.97
32 C -3.70 -12.63 -16.93
33 C -3.23 -12.58 -18.26
34 C -2.17 -11.66 -18.58
35 Br -1.45 -11.61 -20.37
36 N -1.63 -10.92 -17.63
37 C -2.22 -10.87 -16.41
38 H -3.83 -12.76 -14.25
39 H -4.52 -11.47 -14.21
40 H -2.80 -11.12 -13.98
41 H -4.45 -13.37 -16.58
42 H -3.56 -13.28 -19.07
43 H -1.74 -10.29 -15.58

maximum force: 3.9 eV/Å
multiplicity: 1
E_HOMO: -6.402 eV
frontier orbital gap: 0.228 Eh

Formula: C2H9NO
Source: the OMol25 dataset
Level of theory: the ωB97M-V functional and the def2-TZVPD basis

Positions of all 13 atoms, in Å:
1 C 0.32 -1.06 1.00
2 O -0.34 0.33 1.23
3 C 0.47 1.49 0.90
4 H -0.21 -1.73 1.69
5 H 1.37 -0.69 1.17
6 H 0.01 -1.30 -0.03
7 H 0.00 2.47 0.78
8 H 0.91 1.38 -0.24
9 H 1.42 1.60 1.58
10 N -1.03 -0.63 -2.35
11 H -1.82 -0.66 -1.73
12 H -0.51 -1.38 -1.93
13 H -0.59 0.17 -2.08

maximum force: 4.3 eV/Å
multiplicity: 1
E_HOMO: -9.871 eV
SMILES string: COC.N
frontier orbital gap: 0.396 Eh

Formula: C16H30FO2P2Ru
Source: the OMol25 dataset
Level of theory: the ωB97M-V functional and the def2-TZVPD basis

Positions of all 52 atoms, in Å:
1 Ru -0.28 -0.25 0.08
2 C -0.41 1.54 3.15
3 P 0.29 0.07 2.38
4 C -0.46 -1.38 3.16
5 C 2.10 0.00 2.67
6 C 2.70 -1.07 1.75
7 P 2.16 -0.71 0.02
8 C 2.78 -2.09 -0.97
9 C 3.14 0.74 -0.47
10 H -0.22 1.48 4.23
11 H -1.49 1.58 3.00
12 H 0.06 2.44 2.78
13 H -0.14 -1.40 4.21
14 H -0.15 -2.31 2.68
15 H -1.54 -1.30 3.14
16 H 2.27 -0.22 3.73
17 H 2.52 0.99 2.48
18 H 2.37 -2.07 2.04
19 H 3.79 -1.06 1.78
20 H 3.83 -2.24 -0.70
21 H 2.75 -1.88 -2.04
22 H 2.24 -3.01 -0.75
23 H 4.19 0.51 -0.29
24 H 2.87 1.63 0.09
25 H 3.00 0.94 -1.53
26 C -1.72 -2.73 -0.74
27 O -1.82 -1.51 0.07
28 C -3.19 -0.97 0.26
29 C -3.16 0.44 -0.28
30 O -1.98 1.04 0.33
31 C -2.04 2.48 0.36
32 H -2.37 -3.48 -0.29
33 H -0.68 -3.06 -0.68
34 H -2.00 -2.49 -1.76
35 H -3.37 -0.99 1.33
36 H -3.88 -1.64 -0.25
37 H -4.04 1.01 0.02
38 H -3.05 0.47 -1.36
39 H -2.25 2.87 -0.64
40 H -1.08 2.84 0.72
41 H -2.83 2.79 1.05
42 F -0.19 1.88 -5.44
43 C -0.05 1.45 -4.21
44 C 0.11 0.10 -3.98
45 C 0.31 -0.35 -2.68
46 C 0.20 0.56 -1.64
47 C 0.09 1.93 -1.87
48 C -0.04 2.38 -3.17
49 H 0.13 -0.58 -4.82
50 H 0.51 -1.40 -2.50
51 H 0.14 2.64 -1.06
52 H -0.12 3.43 -3.41

total charge: +3
maximum force: 0.8 eV/Å
multiplicity: 1
E_HOMO (alpha / beta): -18.379 / -18.414 eV
frontier orbital gap (alpha / beta): 0.225 / 0.227 Eh

Formula: C5H8O
Source: the OMol25 dataset
Level of theory: the ωB97M-V functional and the def2-TZVPD basis

Positions of all 14 atoms, in Å:
1 C -1.97 0.21 -0.07
2 C -0.90 -0.62 0.58
3 O -0.14 0.21 1.49
4 C 0.45 -0.21 0.26
5 C 1.18 0.50 -0.85
6 C 1.93 -0.31 0.21
7 H -2.15 -0.20 -1.08
8 H -2.89 0.19 0.53
9 H -1.64 1.26 -0.15
10 H -1.14 -1.65 0.85
11 H 1.19 1.58 -0.94
12 H 1.23 -0.01 -1.83
13 H 2.51 -1.18 -0.07
14 H 2.31 0.27 1.06

maximum force: 0.9 eV/Å
multiplicity: 1
E_HOMO: -9.398 eV
SMILES string: C[C@@H]1OC12CC2
frontier orbital gap: 0.388 Eh

Energy above the lowest of the compared OMol25 structures with the same formula, charge and spin
In order: 26.2, 48.5, 59.1, 68.5
Unit: kcal/mol